C23H39N12STl as an isolated structure at a distorted geometry, computed with wB97M-V/def2-TZVPD.

```
76
Properties=species:S:1:pos:R:3:lowdin_charge:R:1
Tl -0.1173 -0.1028 0.5350 0.702
N -0.7804 2.1470 1.9395 -0.052
C -0.0628 3.3793 1.6166 -0.243
C 0.0362 3.5338 0.1074 -0.213
N 0.7641 2.4368 -0.5279 -0.118
C 2.2088 2.6237 -0.6538 -0.208
C 3.0236 1.9209 0.4255 -0.251
N 2.6876 0.5026 0.4886 -0.040
H -0.8413 2.0100 2.9421 0.080
H -1.7350 2.1927 1.5933 0.045
H -0.5433 4.2731 2.0277 0.124
H 0.9386 3.3233 2.0484 0.098
H -0.9779 3.5432 -0.3010 0.107
H 0.4924 4.5056 -0.1186 0.123
H 0.3597 2.2364 -1.4308 0.076
H 2.5254 2.2363 -1.6278 0.105
H 2.4695 3.6890 -0.6412 0.124
H 4.0848 2.1032 0.2211 0.121
H 2.8090 2.3680 1.3976 0.094
H 3.0512 0.0006 -0.3143 0.054
H 3.0915 0.0601 1.3056 0.069
N -4.7485 1.8711 -1.3606 0.038
C -3.4149 1.9298 -1.3899 -0.164
N -2.9076 1.1997 -0.4151 0.094
C -4.0246 0.7080 0.1993 -0.314
N -5.1586 1.0990 -0.3423 0.136
C -4.0171 -0.1408 1.4078 -0.208
C -5.2190 -0.6079 1.9420 -0.055
N -5.2603 -1.3023 3.0688 0.108
C -4.0944 -1.5245 3.6720 -0.096
C -2.9008 -1.0772 3.1307 -0.113
N -2.8545 -0.3970 1.9889 0.075
H -5.4258 2.3398 -1.9427 0.168
H -2.8670 2.5038 -2.1177 0.124
H -6.1569 -0.4039 1.4436 0.119
H -4.1154 -2.0761 4.6029 0.115
H -1.9550 -1.2673 3.6261 0.092
C 0.1189 -3.4424 3.0102 -0.031
C 0.6884 -2.4546 3.7293 -0.344
C 1.3143 -2.5815 5.0586 0.018
C 1.8508 -1.3876 5.3258 0.029
C 1.5578 -0.5266 4.1445 -0.305
C 1.9737 0.8921 4.0263 -0.008
N 0.8902 -1.1497 3.2297 0.093
H -0.2373 -4.3140 3.5491 0.113
H 1.2923 -4.0774 2.3495 -0.106
H -0.4534 -3.1616 2.1313 0.086
H 1.3108 -3.4735 5.6618 0.126
H 2.4052 -1.0776 6.1962 0.121
H 1.6196 1.4615 4.8877 0.104
H 1.5902 1.3280 3.1054 0.038
H 3.0639 0.9621 4.0462 0.104
S 2.3796 -4.6473 1.4926 0.813
C 2.1332 -3.4292 0.3562 -0.725
N 1.9628 -2.5936 -0.4207 0.064
C 2.2551 -1.3590 -4.3647 -0.044
C 1.8069 -0.6695 -3.0543 -0.150
N 0.3917 -0.3062 -3.1190 -0.160
C 0.1703 0.6545 -4.1928 -0.135
C 0.6731 0.0933 -5.5452 -0.051
N 1.0816 -1.3303 -5.3018 -0.088
C -0.0676 -2.1165 -4.7313 -0.044
C -0.4019 -1.5072 -3.3482 -0.135
H 2.5311 -2.4015 -4.2141 0.141
H 3.0777 -0.8465 -4.8610 0.138
H 2.3931 0.2322 -2.8768 0.115
H 1.9430 -1.3507 -2.2172 0.057
H 0.6879 1.5847 -3.9626 0.123
H -0.8973 0.8651 -4.2537 0.127
H 1.5475 0.6197 -5.9240 0.138
H -0.0939 0.0937 -6.3176 0.138
H 1.3552 -1.7509 -6.1889 0.194
H 0.2467 -3.1565 -4.6680 0.140
H -0.8894 -2.0412 -5.4416 0.138
H -0.1762 -2.2172 -2.5514 0.120
H -1.4596 -1.2545 -3.2924 0.130
```

Properties
Charge: +2
2S+1: 1
Frontier orbital gap (eV): 7.168